[1]
105
Properties=species:S:1:pos:R:3:forces:R:3:mulliken_spin:R:1 method="wB97M-V/def2-TZVPD" spin_multiplicity=5 charge=+2 largest_force_ev_per_a=0.591 lumo_ev="-4.993 / -7.934" energy_ha=-3605.7725 gap_ha="0.285 / 0.177"
Ru -0.602 1.063 0.396 -0.20 -0.16 -0.11 2.697
Cl -2.870 1.632 2.362 -0.21 0.13 0.02 0.049
C -4.097 0.673 1.626 0.12 0.00 -0.48 0.090
C -5.174 0.257 2.366 -0.14 -0.08 0.01 -0.032
C -6.183 -0.464 1.732 -0.07 -0.05 0.05 0.110
C -6.119 -0.767 0.379 -0.13 -0.01 0.17 -0.037
C -5.042 -0.339 -0.364 0.21 0.11 0.06 0.083
Cl -4.980 -0.747 -2.032 0.07 0.03 -0.06 0.016
C -3.988 0.397 0.238 -0.35 -0.14 0.36 0.053
S -2.706 0.958 -0.731 0.49 0.25 0.22 0.541
H -5.243 0.507 3.416 0.00 -0.01 -0.01 0.000
H -7.042 -0.794 2.304 0.04 0.02 0.00 0.005
H -6.906 -1.331 -0.102 0.01 0.01 0.02 0.002
C 1.522 5.265 3.597 0.10 -0.25 0.12 -0.007
C 1.522 3.848 3.614 0.07 0.23 0.11 0.013
C 0.860 3.138 2.655 -0.14 -0.01 -0.12 0.043
C 0.144 3.789 1.613 -0.13 -0.11 -0.08 -0.224
C -0.605 3.106 0.589 -0.07 0.13 -0.01 0.208
C -1.283 3.840 -0.356 0.14 0.12 0.02 0.069
C -1.272 5.255 -0.348 -0.06 -0.19 -0.13 -0.010
C -0.580 5.919 0.613 0.11 0.04 0.14 0.056
C 0.135 5.208 1.613 0.01 0.17 -0.01 0.000
C 0.843 5.920 2.617 -0.11 0.02 -0.12 0.012
H 2.047 5.820 4.364 -0.02 -0.06 -0.03 0.000
H 2.041 3.324 4.409 0.00 0.04 -0.02 0.000
H 0.852 2.058 2.709 0.01 0.08 -0.06 -0.078
H -1.825 3.351 -1.155 -0.06 0.02 -0.01 0.001
H -1.816 5.799 -1.111 0.00 -0.04 0.01 -0.002
H -0.566 7.003 0.631 0.01 -0.04 0.02 0.001
H 0.820 7.004 2.596 -0.01 -0.06 -0.01 0.001
C 1.027 -1.412 3.979 -0.01 -0.05 0.06 -0.002
C 0.251 -0.461 4.888 0.03 -0.02 0.03 0.002
C -0.726 0.207 3.933 0.15 -0.11 0.00 0.011
O -0.117 0.095 2.603 -0.05 0.06 -0.18 -0.023
C 1.154 -0.572 2.732 -0.07 0.10 0.13 0.003
H 0.446 -2.313 3.765 0.01 0.02 0.01 0.000
H 1.993 -1.713 4.383 -0.04 0.02 0.01 0.001
H 0.929 0.276 5.321 -0.01 0.01 0.02 0.000
H -0.266 -0.963 5.704 0.02 0.00 -0.01 0.001
H -0.889 1.259 4.155 0.03 0.04 0.01 0.000
H -1.684 -0.305 3.896 -0.01 -0.06 -0.02 0.000
H 1.942 0.187 2.847 -0.03 -0.02 0.02 0.008
H 1.331 -1.125 1.824 -0.01 -0.11 -0.16 0.010
C 4.021 -2.552 -2.000 -0.07 -0.05 -0.02 0.001
C 3.845 -1.046 -2.148 -0.02 0.04 0.05 -0.001
C 2.358 -0.691 -2.324 0.00 -0.10 0.03 0.008
C 1.446 -1.649 -1.513 0.21 0.01 0.09 0.091
C 2.187 -2.158 -0.273 0.02 0.02 -0.02 0.010
C 3.384 -3.034 -0.687 0.01 0.02 0.00 -0.001
P -0.213 -0.937 -1.205 -0.15 0.13 0.00 -0.008
C -0.842 -0.433 -2.860 0.05 -0.01 -0.20 -0.011
C -0.640 -1.471 -3.994 -0.03 0.07 -0.02 0.010
C -0.731 -0.800 -5.375 0.06 0.07 0.09 0.001
C -1.784 0.305 -5.353 0.00 0.00 0.08 0.001
C -1.328 1.465 -4.446 0.00 -0.08 -0.01 0.001
C -0.414 0.977 -3.306 0.00 -0.15 -0.11 0.033
C -1.381 -2.269 -0.688 0.00 -0.12 0.02 0.038
C -1.502 -2.393 0.843 0.17 -0.13 -0.04 0.049
C -2.342 -3.619 1.187 0.00 -0.04 -0.08 0.007
C -1.588 -4.908 0.807 -0.01 0.03 -0.03 0.001
C -0.635 -4.690 -0.382 -0.01 -0.01 0.03 0.000
C -1.187 -3.657 -1.361 -0.09 0.03 0.08 0.012
H 5.073 -2.833 -2.035 0.00 0.02 0.02 0.000
H 3.548 -3.049 -2.854 0.01 0.02 0.03 0.001
H 4.406 -0.666 -3.002 0.01 0.01 -0.01 0.000
H 4.255 -0.544 -1.263 -0.04 -0.02 -0.03 0.000
H 2.098 -0.751 -3.381 -0.02 -0.08 -0.03 -0.002
H 2.189 0.344 -2.032 -0.01 0.04 0.03 0.004
H 1.226 -2.529 -2.122 0.03 -0.04 -0.09 0.000
H 1.524 -2.737 0.370 -0.01 0.03 0.06 -0.002
H 2.525 -1.296 0.307 0.09 0.01 -0.07 0.002
H 3.060 -4.073 -0.783 0.00 0.03 -0.02 0.000
H 4.127 -3.020 0.114 -0.04 0.01 -0.01 0.000
H -1.918 -0.384 -2.681 -0.07 0.01 -0.02 -0.005
H -1.421 -2.230 -3.912 0.00 0.01 0.00 -0.001
H 0.310 -1.998 -3.902 0.05 0.03 -0.04 0.000
H -0.956 -1.552 -6.131 -0.03 -0.01 0.01 0.000
H 0.239 -0.372 -5.648 -0.04 0.00 0.01 0.000
H -2.728 -0.113 -4.985 0.04 0.01 -0.01 0.000
H -1.990 0.671 -6.358 0.03 0.02 0.01 0.000
H -2.200 1.976 -4.029 0.00 -0.03 0.00 0.002
H -0.789 2.208 -5.035 0.01 0.00 0.00 0.000
H -0.441 1.693 -2.479 -0.02 0.03 0.11 -0.024
H 0.625 0.959 -3.636 -0.02 -0.01 -0.03 0.003
H -2.336 -1.863 -1.040 -0.04 0.02 -0.04 0.021
H -1.936 -1.482 1.262 -0.07 0.10 0.00 -0.025
H -0.513 -2.495 1.304 -0.02 0.00 -0.02 -0.003
H -3.290 -3.557 0.639 0.04 0.01 0.02 -0.002
H -2.601 -3.626 2.247 0.01 0.00 -0.01 0.001
H -2.305 -5.693 0.562 0.00 0.03 0.00 0.000
H -1.022 -5.271 1.667 0.02 0.01 -0.02 0.000
H -0.471 -5.633 -0.903 0.01 -0.01 0.00 0.001
H 0.351 -4.371 -0.029 -0.06 -0.02 0.01 0.000
H -2.160 -3.999 -1.724 0.00 0.01 0.04 -0.002
H -0.560 -3.593 -2.248 0.05 0.01 0.01 0.002
N 4.633 1.638 1.932 0.03 -0.07 0.00 0.001
C 4.658 2.297 0.766 0.06 -0.06 0.25 -0.003
N 5.771 2.926 0.398 -0.06 0.01 -0.04 0.000
N 3.624 2.362 -0.050 -0.17 0.03 -0.35 0.021
C 2.476 1.826 0.117 0.32 0.28 -0.03 0.054
N 1.398 1.394 0.125 0.02 -0.26 0.32 0.046
H 5.425 1.612 2.552 0.01 0.01 -0.01 0.000
H 3.799 1.152 2.210 0.01 0.03 0.03 0.000
H 6.604 2.929 0.960 0.00 0.01 0.01 0.000
H 5.759 3.449 -0.461 0.02 -0.01 -0.01 0.000

[2]
114
Properties=species:S:1:pos:R:3:forces:R:3:lowdin_charge:R:1 method="wB97M-V/def2-TZVPD" largest_force_ev_per_a=1.309 smiles="CCOCCOc1cccc2ncc(F)nc12.O=C1CCCO1.O=C1CCCO1.O=C1CCCO1.O=C1CCCO1.O=C1CCCO1.O=C1CCCO1.O=C1CCCO1" lumo_ev=-0.587 energy_ha=-2970.4715 gap_ha=0.312
C -3.406 -2.076 2.040 0.10 -0.31 0.36 -0.065
C -2.354 -1.299 1.295 -0.67 0.50 -0.10 -0.283
O -1.180 -1.188 2.081 0.05 -0.40 -0.30 -0.156
C 0.017 -1.276 1.335 0.62 0.47 0.53 -0.182
C 0.218 -0.076 0.414 0.13 -0.40 -0.31 -0.132
O 1.178 -0.393 -0.614 -0.12 -0.03 -0.04 -0.061
C 0.617 -1.005 -1.704 0.21 -0.22 0.43 -0.235
C 0.760 -2.358 -1.889 -0.29 0.41 -0.47 0.017
C 0.203 -2.952 -3.040 -0.10 0.08 -0.21 -0.056
C -0.468 -2.207 -3.972 0.05 -0.06 0.14 -0.016
C -0.644 -0.815 -3.790 0.06 -0.97 -0.43 -0.204
N -1.328 -0.112 -4.752 0.45 0.62 1.06 0.160
C -1.439 1.156 -4.470 -0.57 0.08 -0.68 -0.056
C -0.913 1.745 -3.302 0.39 -0.21 0.47 -0.322
F -1.121 3.047 -3.129 -0.08 0.21 -0.07 0.105
N -0.243 1.125 -2.403 -0.19 0.00 -0.24 0.244
C -0.099 -0.211 -2.645 0.14 0.08 0.26 -0.127
H -4.366 -2.075 1.528 -0.02 0.05 -0.17 0.083
H -3.576 -1.664 3.031 0.09 0.10 -0.06 0.053
H -3.102 -3.112 2.186 0.04 -0.09 -0.08 0.085
H -2.735 -0.289 1.098 -0.02 0.06 -0.06 0.115
H -2.177 -1.740 0.309 0.35 -0.17 0.05 0.121
H 0.834 -1.232 2.056 -0.31 -0.28 -0.08 0.089
H 0.130 -2.222 0.801 -0.38 -0.06 -0.19 0.124
H -0.710 0.227 -0.067 -0.11 0.17 0.12 0.107
H 0.646 0.744 0.982 -0.06 0.20 -0.07 0.129
H 1.297 -2.957 -1.172 0.11 0.04 0.14 0.123
H 0.300 -4.016 -3.199 0.09 -0.06 0.04 0.108
H -0.872 -2.665 -4.862 -0.09 0.00 -0.10 0.111
H -1.972 1.797 -5.160 -0.07 0.08 -0.04 0.115
O 5.820 -1.959 -2.290 0.15 0.03 -0.11 0.123
C 5.747 -0.855 -1.837 -0.23 -0.22 0.21 -0.484
O 6.819 -0.024 -1.757 0.01 0.04 -0.04 0.021
C 6.454 1.186 -1.074 -0.06 0.15 0.04 -0.162
C 4.943 1.289 -1.220 -0.13 -0.02 0.06 -0.151
C 4.527 -0.180 -1.242 0.16 0.47 -0.20 -0.072
H 6.766 1.100 -0.030 -0.02 -0.02 0.01 0.123
H 6.981 2.022 -1.530 0.11 -0.10 -0.06 0.122
H 4.473 1.871 -0.430 0.05 -0.03 0.04 0.116
H 4.694 1.756 -2.174 0.02 0.02 0.00 0.118
H 4.360 -0.572 -0.238 -0.10 -0.08 -0.04 0.130
H 3.650 -0.350 -1.859 -0.05 -0.25 0.13 0.114
O -1.044 3.238 -10.180 -0.18 0.03 -0.01 0.122
C -1.126 2.255 -9.506 0.35 0.11 -0.02 -0.488
O -2.124 2.061 -8.609 -0.09 -0.07 -0.01 0.029
C -1.898 0.842 -7.874 0.07 -0.15 -0.22 -0.157
C -0.986 0.003 -8.754 0.24 0.10 -0.11 -0.146
C -0.166 1.081 -9.463 -0.38 -0.38 0.08 -0.068
H -1.433 1.091 -6.929 0.14 0.02 -0.01 0.076
H -2.849 0.362 -7.680 -0.12 0.14 0.06 0.097
H -0.393 -0.713 -8.190 -0.04 0.01 0.06 0.121
H -1.571 -0.553 -9.485 -0.04 -0.02 0.04 0.110
H 0.714 1.376 -8.887 0.04 0.04 -0.07 0.131
H 0.127 0.789 -10.467 0.16 0.19 -0.02 0.125
O -6.290 -3.071 4.110 0.13 0.03 -0.14 0.129
C -6.300 -1.947 4.511 -0.14 -0.27 0.21 -0.482
O -5.214 -1.133 4.434 -0.24 0.20 0.18 -0.012
C -5.493 0.120 5.090 0.01 0.14 0.06 -0.148
C -7.010 0.241 5.099 -0.13 -0.04 0.05 -0.150
C -7.442 -1.221 5.195 0.12 0.47 -0.23 -0.071
H -5.072 0.084 6.097 -0.01 -0.01 0.01 0.131
H -5.014 0.925 4.536 0.11 -0.10 -0.05 0.118
H -7.383 0.871 5.903 0.07 -0.01 0.03 0.118
H -7.353 0.663 4.153 0.02 0.02 0.00 0.119
H -7.502 -1.565 6.229 -0.04 -0.08 -0.02 0.132
H -8.379 -1.414 4.683 -0.02 -0.22 0.10 0.125
O 2.724 -0.846 2.569 0.31 0.28 0.12 0.101
C 3.104 -0.723 3.700 0.14 -0.31 -0.16 -0.472
O 3.573 0.444 4.188 -0.05 0.05 0.03 0.029
C 4.052 0.261 5.539 -0.07 -0.11 0.19 -0.150
C 3.334 -0.980 6.047 -0.03 -0.14 -0.04 -0.140
C 3.173 -1.798 4.766 -0.16 0.32 0.39 -0.063
H 5.133 0.133 5.508 0.01 -0.02 -0.02 0.116
H 3.823 1.147 6.124 0.02 0.11 -0.16 0.125
H 3.876 -1.493 6.839 0.06 0.04 -0.02 0.120
H 2.351 -0.708 6.435 0.01 0.01 0.02 0.114
H 4.041 -2.428 4.567 -0.04 -0.05 -0.07 0.134
H 2.268 -2.399 4.763 0.08 -0.12 -0.20 0.127
O -2.189 -4.267 -8.634 0.12 0.13 -0.05 0.130
C -3.159 -3.577 -8.552 0.06 -0.33 0.18 -0.483
O -3.090 -2.252 -8.254 -0.29 -0.01 -0.05 0.000
C -4.422 -1.714 -8.118 -0.13 0.00 -0.02 -0.160
C -5.323 -2.667 -8.891 -0.07 -0.12 -0.01 -0.150
C -4.606 -4.001 -8.706 -0.15 0.45 -0.22 -0.073
H -4.669 -1.675 -7.054 0.01 -0.02 0.00 0.132
H -4.445 -0.706 -8.523 0.14 0.01 0.00 0.116
H -6.353 -2.661 -8.540 0.03 0.03 0.06 0.117
H -5.326 -2.396 -9.947 0.00 0.03 0.01 0.120
H -4.917 -4.511 -7.793 0.05 -0.08 -0.02 0.132
H -4.723 -4.661 -9.560 0.09 -0.19 0.12 0.126
O -2.211 2.578 7.150 -0.03 0.16 -0.02 0.119
C -1.967 2.331 6.006 -0.08 -0.29 0.16 -0.491
O -2.336 3.144 4.985 0.01 0.01 -0.02 0.021
C -2.005 2.534 3.724 0.07 -0.06 -0.11 -0.149
C -0.905 1.533 4.039 0.17 -0.15 -0.02 -0.146
C -1.268 1.101 5.456 0.19 0.29 -0.38 -0.064
H -2.902 2.051 3.328 0.00 -0.02 0.01 0.117
H -1.687 3.305 3.027 -0.09 0.12 0.10 0.126
H -0.854 0.713 3.327 -0.11 -0.02 0.00 0.093
H 0.063 2.037 4.045 -0.03 0.04 0.00 0.122
H -1.973 0.267 5.461 0.02 -0.04 0.07 0.128
H -0.397 0.854 6.056 -0.14 -0.09 0.18 0.119
O 6.025 2.495 8.779 -0.14 -0.13 -0.06 0.131
C 6.417 2.798 7.693 0.23 0.10 0.30 -0.483
O 6.372 1.946 6.635 0.06 0.13 -0.03 -0.011
C 7.007 2.545 5.491 0.04 0.07 -0.16 -0.153
C 6.963 4.045 5.748 0.04 0.11 0.08 -0.151
C 7.056 4.107 7.272 -0.22 -0.01 -0.49 -0.071
H 8.028 2.163 5.424 0.00 0.01 0.03 0.128
H 6.463 2.258 4.592 -0.06 -0.13 0.08 0.122
H 7.748 4.591 5.230 0.03 -0.06 0.00 0.116
H 6.003 4.447 5.423 0.00 -0.02 -0.02 0.119
H 8.089 4.118 7.621 -0.02 0.02 0.09 0.132
H 6.513 4.950 7.690 0.10 -0.03 0.22 0.126